Density functional theory data (the ωB97M-V functional and the def2-TZVPD basis) for a molecular structure, C22H25As2NO2S2Tc.

The calculation puts the energy above the lowest of the compared OMol25 structures with the same formula, charge and spin at 0.0 kJ/mol. The spin multiplicity is 2. The calculation puts the orbital gap (alpha / beta) at 8.53 / 7.25 eV. Its net charge is +2.

Last column: natural (NBO) charge in e.
Geometry (Å):
Tc 0.599957 -0.448296 -0.623221  0.042
C 2.550980 -0.942593 -1.535418  -0.229
C 1.557061 -1.408067 -2.455752  -0.183
C 0.832437 -0.300485 -2.930738  -0.190
C 1.371280 0.858472 -2.329502  -0.195
C 2.443064 0.471062 -1.472681  -0.204
H 3.289421 -1.552055 -1.041832  0.279
H 1.375348 -2.438508 -2.718769  0.285
H -0.016910 -0.321350 -3.597066  0.298
H 1.060022 1.867154 -2.542231  0.274
H 3.076034 1.142723 -0.912410  0.280
C -1.647068 1.777396 1.402689  -0.926
As -0.180446 1.824012 0.143007  1.293
C -0.756275 3.136568 -1.151001  -0.946
C 1.250868 2.576453 1.188328  -0.410
C 1.450607 3.940895 1.340854  -0.190
C 2.449161 4.391924 2.196237  -0.163
C 3.229263 3.487672 2.902930  -0.154
C 3.026409 2.120327 2.757578  -0.215
C 2.039913 1.664717 1.892845  -0.283
As 1.709111 -0.213404 1.594482  1.266
C 0.715562 -0.889370 3.107677  -0.927
C 3.424000 -1.081200 1.756760  -0.944
H -1.408919 1.107281 2.224172  0.240
H -2.563301 1.457137 0.913239  0.285
H -1.743859 2.793817 1.783057  0.257
H -1.350080 3.890186 -0.635679  0.266
H -1.374774 2.639387 -1.897394  0.276
H 0.098360 3.619144 -1.620993  0.251
H 0.842538 4.658971 0.804153  0.233
H 2.616608 5.454129 2.312417  0.248
H 4.003042 3.846503 3.567976  0.247
H 3.648174 1.430017 3.314416  0.229
H 1.107292 -0.416422 4.007185  0.262
H 0.855991 -1.967306 3.159511  0.263
H -0.344028 -0.673721 3.004750  0.250
H 3.771991 -0.994856 2.785199  0.263
H 4.148701 -0.613748 1.093199  0.252
H 3.313695 -2.136035 1.510061  0.258
O -2.378829 0.124698 -2.679048  -0.910
S -2.833118 -0.459353 -1.460453  2.317
O -3.706444 0.277586 -0.606400  -0.886
N -1.452263 -0.911964 -0.592790  -0.783
C -1.365310 -2.235990 -0.512589  0.181
S 0.134293 -2.742744 0.086618  0.144
C -2.486155 -2.982750 -1.056331  -0.090
C -2.714072 -4.352370 -1.056859  -0.148
C -3.879265 -4.809508 -1.653962  -0.170
C -4.784596 -3.923201 -2.233569  -0.129
C -4.559246 -2.547785 -2.237456  -0.150
C -3.396160 -2.114011 -1.642713  -0.320
H -2.009140 -5.036196 -0.602123  0.247
H -4.090901 -5.869641 -1.669270  0.251
H -5.684295 -4.310475 -2.692440  0.252
H -5.265728 -1.864828 -2.688643  0.259

Force components x, y, z for each atom (eV/Å):
Tc 0.1 0.2 0.1
C 0.1 -0.2 0.0
C 0.0 -0.2 0.2
C -0.1 0.1 -0.1
C -0.2 0.2 -0.1
C 0.0 0.0 0.1
H 0.0 0.0 0.0
H 0.0 0.0 0.0
H 0.0 0.0 0.0
H 0.0 0.0 0.0
H 0.0 0.0 0.0
C 0.1 0.0 0.0
As -0.1 0.1 0.0
C 0.0 0.0 0.0
C 0.0 -0.1 0.0
C 0.0 0.0 0.0
C 0.0 0.0 0.0
C 0.0 0.0 0.0
C 0.0 0.0 0.0
C 0.0 0.0 0.0
As 0.2 0.0 0.0
C 0.0 0.0 0.0
C 0.0 0.0 0.0
H 0.0 0.0 0.0
H 0.0 0.0 0.0
H -0.1 0.0 0.0
H 0.0 0.0 0.0
H 0.0 0.0 0.0
H 0.0 0.0 0.0
H 0.0 0.0 0.0
H 0.0 0.0 0.0
H 0.0 0.0 0.0
H 0.0 0.0 0.0
H 0.0 0.0 0.0
H 0.0 0.0 0.0
H 0.0 0.0 0.0
H 0.0 0.0 0.0
H 0.0 0.0 0.0
H 0.0 0.0 0.0
O 0.2 0.1 -0.4
S -0.5 0.3 0.2
O 0.1 0.0 0.0
N 0.1 -0.6 -0.1
C -0.3 0.1 0.0
S 0.3 0.0 0.1
C 0.1 -0.2 0.1
C 0.0 0.1 0.0
C 0.0 0.0 0.0
C 0.0 0.0 0.0
C 0.0 0.0 0.0
C -0.2 0.0 -0.1
H 0.0 0.0 0.0
H 0.0 0.0 0.0
H 0.0 0.0 0.0
H 0.0 0.0 0.0

***

Density functional theory data (the ωB97M-V functional and the def2-TZVPD basis) for a molecular structure, C22H25Br9N2O7 in a non-equilibrium geometry.

The calculation puts the orbital gap at 6.82 eV.

Last column: natural (NBO) charge in e.
Geometry (Å):
C 19.833861 8.401888 -18.085194  -0.485
Br 18.014095 8.505230 -18.812207  0.082
Br 20.433177 10.183298 -17.625357  0.086
Br 21.060891 7.469665 -19.252390  0.076
H 19.696988 7.796228 -17.195753  0.249
C 24.880079 9.071615 -12.084492  -0.493
Br 24.222766 10.774726 -12.761338  0.103
Br 25.274495 7.873709 -13.551989  0.094
Br 23.757570 8.233355 -10.729555  0.094
H 25.790155 9.300145 -11.550364  0.225
C 23.999340 12.309644 -16.652356  -0.486
Br 23.105571 13.238854 -15.186746  0.090
Br 23.136851 12.776351 -18.342351  0.095
Br 24.287127 10.420990 -16.377746  0.095
H 25.018746 12.657557 -16.726249  0.220
C 16.865417 3.851349 -18.009389  -0.263
C 16.768106 4.533188 -16.793710  -0.258
C 17.890991 5.079697 -16.198241  0.282
C 19.114023 4.886516 -16.849367  -0.248
C 19.225120 4.197574 -18.048283  -0.258
C 18.090221 3.675592 -18.640432  0.259
O 18.199817 2.915375 -19.775748  -0.704
O 17.865548 5.644594 -14.973686  -0.702
H 15.929836 3.472324 -18.401465  0.207
H 15.769851 4.531597 -16.374305  0.217
H 20.043159 5.187536 -16.373504  0.216
H 20.185556 4.034591 -18.519638  0.206
H 17.612080 2.163038 -19.840903  0.484
H 18.689586 6.155613 -14.818035  0.517
C 21.961465 3.917287 -17.037622  -0.219
C 21.548830 2.822261 -16.307737  -0.253
C 21.590119 2.876214 -14.918410  0.273
C 22.176087 3.959973 -14.275909  -0.274
C 22.631729 5.050230 -15.010899  -0.247
C 22.522234 5.009217 -16.391595  0.253
O 23.029364 6.084333 -17.074161  -0.688
O 21.110234 1.792944 -14.219185  -0.671
H 21.848171 3.941880 -18.115759  0.205
H 21.124416 1.922166 -16.732282  0.234
H 22.336124 3.970306 -13.202246  0.207
H 23.226086 5.839892 -14.575508  0.223
H 23.052866 5.953001 -18.025216  0.484
H 20.945940 2.083978 -13.317831  0.471
C 19.564440 4.752126 -8.864654  -0.266
C 19.640141 5.244180 -7.569504  -0.264
C 19.862219 6.587441 -7.286032  0.273
C 20.073240 7.479351 -8.334424  -0.233
C 19.946202 7.007515 -9.627584  -0.262
C 19.761568 5.664150 -9.898128  0.278
O 19.813014 5.275660 -11.215474  -0.696
O 20.019928 7.013518 -6.001826  -0.668
H 19.510933 3.707101 -9.140823  0.213
H 19.450059 4.598704 -6.716249  0.206
H 20.207104 8.541024 -8.182156  0.228
H 19.865857 7.717407 -10.443311  0.236
H 19.713466 4.329036 -11.338975  0.486
H 19.829956 6.312967 -5.372320  0.480
C 20.935573 7.651385 -14.181463  0.801
O 19.842109 7.355688 -14.671455  -0.737
N 21.767227 8.514570 -14.791633  -0.842
N 21.351303 7.147333 -12.992215  -0.854
H 22.736093 8.677221 -14.584413  0.396
H 21.455977 8.865421 -15.677645  0.406
H 20.845630 6.370807 -12.596960  0.435
H 22.202033 7.515183 -12.607015  0.385

Force components x, y, z for each atom (eV/Å):
C -0.8 -0.1 -0.2
Br 0.6 -0.1 0.0
Br 0.0 -0.4 -0.1
Br -0.4 0.4 -0.1
H 0.3 0.1 0.2
C 0.0 0.3 0.2
Br -0.1 -0.5 0.4
Br -0.1 0.1 0.3
Br 0.1 0.3 -0.3
H 0.2 -0.1 -0.2
C 0.1 0.2 -0.2
Br 0.3 -0.5 -0.4
Br 0.2 -0.4 0.5
Br -0.4 0.1 -0.2
H -0.1 0.5 0.1
C 0.1 0.4 0.5
C -0.5 -0.4 -0.6
C 0.9 -0.4 0.0
C 0.3 0.1 -0.2
C -0.5 0.2 -0.3
C -1.0 -0.6 0.4
O 0.9 0.3 -0.9
O -0.5 0.1 0.1
H 0.2 -0.2 -0.3
H 0.2 0.4 0.4
H -0.3 0.3 0.1
H -0.5 0.0 0.0
H -0.4 0.1 0.5
H -0.2 0.0 0.1
C 0.7 -0.1 -0.1
C -0.3 -0.1 0.7
C 0.3 0.0 0.0
C 0.0 0.4 0.0
C 0.3 -0.8 -0.4
C 0.3 0.2 -0.3
O 0.2 0.3 0.3
O 0.0 0.1 0.0
H 0.4 -0.1 0.2
H 0.0 0.2 -0.3
H -0.2 -0.1 0.0
H -0.3 0.1 0.2
H -0.2 -0.2 0.0
H 0.0 -0.2 0.0
C 0.8 0.8 -0.6
C -0.6 -0.2 0.5
C 0.8 -0.4 -0.3
C -0.7 -0.2 0.1
C -0.3 0.4 -0.3
C 0.0 -0.6 0.1
O 0.0 0.3 -0.4
O -0.1 0.6 0.1
H -0.3 -0.1 0.4
H 0.2 -0.2 -0.1
H 0.1 0.0 0.3
H 0.5 -0.1 -0.1
H -0.2 -0.1 0.3
H 0.0 -0.1 -0.1
C -0.2 -0.6 0.6
O 0.2 0.1 -0.3
N 0.1 0.5 -0.5
N 0.0 0.5 -0.6
H 0.0 -0.2 0.3
H 0.0 0.1 -0.1
H 0.0 0.1 0.3
H -0.1 -0.4 0.3

***

Density functional theory data (the ωB97M-V functional and the def2-TZVPD basis) for a molecular structure, C22H25BrN4O3W in a non-equilibrium geometry.

The calculation puts the energy above the lowest of the compared OMol25 structures with the same formula, charge and spin at 119.7 kJ/mol. The calculation puts the orbital gap at 4.29 eV. Its net charge is +2.

Last column: natural (NBO) charge in e.
Geometry (Å):
W -0.020001 0.166190 -0.618109  2.090
O -2.021679 3.925031 0.090754  -0.659
C -1.010387 4.610327 0.682848  0.410
C -1.256954 5.935584 1.024974  -0.279
C -0.268441 6.698694 1.615718  -0.138
C 0.986537 6.155325 1.868071  -0.232
C 1.235833 4.837433 1.539614  -0.161
C 0.248235 4.046942 0.958029  -0.213
C 0.524387 2.589080 0.740371  0.208
O 0.126030 2.045857 -0.525300  -0.710
N -0.261410 1.823686 1.713514  -0.486
N -0.214904 0.442451 1.382864  -0.400
C -1.451017 -0.017890 0.939783  -0.233
C -1.598357 -1.492934 0.921334  -0.105
Br -1.800845 -2.029855 -0.985222  0.245
C -1.504426 -2.383254 1.903946  -0.126
C -1.636316 -3.831750 1.849111  -0.047
C -2.573118 -4.472065 1.028345  -0.210
C -2.624482 -5.852854 0.979298  -0.198
C -1.740971 -6.611139 1.736620  -0.150
C -0.839094 -5.983053 2.587009  -0.193
C -0.800720 -4.604050 2.664250  -0.187
H -1.707291 3.085361 -0.233189  0.468
H -2.238143 6.340754 0.815482  0.243
H -0.470538 7.728452 1.876706  0.238
H 1.764188 6.754601 2.320039  0.237
H 2.212138 4.412671 1.747019  0.216
H 1.604262 2.403355 0.844413  0.177
H 0.043426 1.987008 2.666630  0.415
H -2.321220 0.617490 1.100870  0.286
H -1.277982 -1.959218 2.881295  0.261
H -3.312620 -3.893673 0.489406  0.214
H -3.367038 -6.339938 0.361571  0.238
H -1.772564 -7.690863 1.683790  0.240
H -0.171112 -6.574078 3.198987  0.239
H -0.111472 -4.114728 3.342003  0.223
C 3.099947 -1.592748 -2.140255  -0.627
C 2.501886 -0.911407 -0.921367  0.084
C 3.223941 -1.276714 0.366424  -0.630
O 1.104059 -1.243724 -0.810488  -0.625
H 4.082865 -1.175969 -2.351927  0.249
H 2.461128 -1.468732 -3.015987  0.214
H 3.202345 -2.659074 -1.942004  0.245
H 2.547946 0.195141 -1.054843  0.157
H 3.200200 -2.358444 0.496173  0.239
H 2.745186 -0.806936 1.226862  0.222
H 4.261561 -0.952589 0.314004  0.251
N 0.322149 0.835312 -4.825753  -0.454
C -0.981504 0.406570 -4.850854  -0.038
C -1.344088 0.233454 -3.556881  -0.068
N -0.264287 0.559027 -2.747389  -0.615
C 0.726543 0.921038 -3.560995  0.248
H 0.879010 1.060769 -5.637293  0.462
H -1.539775 0.271333 -5.760647  0.271
H -2.296962 -0.071772 -3.162780  0.251
H 1.695895 1.280537 -3.256828  0.242

Force components x, y, z for each atom (eV/Å):
W -2.8 -0.6 -0.2
O -0.2 0.3 0.1
C 0.3 0.1 0.2
C -0.1 -0.2 -0.1
C 0.1 -0.1 0.0
C 0.1 0.0 0.1
C 0.1 0.1 0.0
C -0.3 -0.2 -0.5
C 0.2 0.5 1.3
O 0.2 -0.6 -0.7
N -0.2 0.0 -0.3
N 0.5 0.5 -0.2
C 0.7 -0.6 0.1
C -0.3 -0.5 -0.4
Br 0.1 0.8 0.6
C 0.0 0.0 -0.1
C 0.0 -0.2 0.0
C 0.1 0.1 0.1
C 0.0 -0.1 0.0
C 0.0 0.1 0.0
C 0.1 -0.1 0.0
C 0.0 0.1 -0.1
H 0.1 -0.3 -0.1
H 0.0 0.0 0.0
H 0.0 0.0 0.0
H 0.0 0.0 0.0
H 0.0 0.0 0.0
H 0.0 0.0 -0.1
H 0.1 -0.1 0.0
H 0.1 0.2 -0.4
H 0.0 0.1 0.0
H 0.0 0.0 0.0
H 0.0 0.0 0.0
H 0.0 0.0 0.0
H 0.0 0.0 0.0
H 0.0 0.0 0.0
C -0.4 0.0 0.0
C 1.5 0.3 0.1
C -0.4 0.0 -0.1
O 0.2 0.1 0.5
H 0.0 0.0 0.0
H 0.1 0.0 0.0
H 0.0 0.0 0.0
H 0.1 -0.2 0.0
H 0.0 0.0 0.0
H 0.1 0.0 0.0
H 0.0 0.0 0.0
N 0.0 0.0 0.0
C -0.2 0.0 0.1
C -0.1 0.0 -0.2
N 0.3 0.0 0.2
C -0.1 0.2 0.0
H 0.1 0.0 0.0
H 0.0 0.0 0.0
H 0.0 0.0 0.0
H 0.0 0.0 0.0

***

| no. | M (Da) |
| --- | --- |
| 1 | 647.43 |
| 2 | 1148.58 |
| 3 | 657.21 |